one | Here is 2 unconnected molecules or ions with the total composition C3H10N4 from the Open Molecules 2025 dataset. Energies are from ωB97M-V with the def2-TZVPD basis set.

```
17
Properties=species:S:1:pos:R:3:mulliken_charge:R:1
C -1.619 1.161 -0.599 -1.2381
N 0.819 0.834 -0.132 0.0183
C -0.609 0.598 0.355 0.6126
N 1.894 0.480 0.742 -0.7903
N -0.910 0.218 1.524 -0.6608
H 0.948 1.795 -0.467 0.3270
H 1.858 -0.557 0.771 0.3645
H 1.716 0.888 1.658 0.2599
H -0.101 -0.099 2.057 0.2527
H -2.553 0.611 -0.495 0.3559
H -1.288 1.079 -1.634 0.3439
H -1.797 2.215 -0.358 0.3435
C 0.093 -1.586 -0.922 -0.5746
N 0.880 -2.232 -0.133 -0.4979
H 0.666 -3.235 -0.063 0.1875
H -0.788 -2.118 -1.338 0.1954
H 0.791 -0.053 -0.966 0.5005
```

Highest occupied orbital energy ... -7.10 eV
Kohn-Sham gap ... 7.8 eV
Lowest unoccupied orbital energy ... 0.72 eV


two | Here is a single C3H10N4 molecule from the Open Molecules 2025 dataset. Energies are from ωB97M-V with the def2-TZVPD basis set.

```
17
Properties=species:S:1:pos:R:3:mulliken_charge:R:1
C -1.122 0.467 1.507 -1.1520
C -0.346 0.880 0.276 0.0560
N 0.173 2.212 0.397 -0.5679
C 0.403 -0.098 -0.422 0.0202
N 1.745 -0.136 -0.666 -0.3992
N -0.450 -0.841 -1.177 -0.0933
N -0.051 -2.196 -1.421 -0.5970
H -2.068 1.010 1.547 0.2701
H -1.353 -0.600 1.524 0.3234
H -0.568 0.708 2.425 0.3192
H 0.697 2.387 1.251 0.2021
H 0.735 2.484 -0.398 0.2671
H 2.361 0.178 0.066 0.2236
H 2.061 -0.873 -1.280 0.2786
H -1.365 -0.265 -0.738 0.3937
H -0.541 -2.516 -2.248 0.2459
H -0.312 -2.801 -0.643 0.2094
```

Highest occupied orbital energy ... -6.54 eV
SMILES ... C/C(N)=C(/N)NN
Kohn-Sham gap ... 7.4 eV
Lowest unoccupied orbital energy ... 0.83 eV


Most stable structure: two


one | Here is a single C3H10N4 molecule from the Open Molecules 2025 dataset. Energies are from ωB97M-V with the def2-TZVPD basis set.

```
17
Properties=species:S:1:pos:R:3:mulliken_charge:R:1
H -2.780 1.655 -0.126 0.2399
N -2.477 0.748 -0.060 -0.9769
N -1.242 0.832 -0.290 -0.0093
N -0.574 -0.216 -0.153 0.7490
C -1.045 -1.552 0.117 -0.5589
N 0.799 -0.236 -0.268 -0.3814
C 1.281 0.860 -1.151 -0.7988
C 1.346 0.044 1.140 -0.6623
H -0.851 -2.147 -0.770 0.2715
H -0.461 -1.951 0.985 0.1716
H -2.187 -1.623 0.421 0.2850
H 0.639 0.808 -2.216 0.2534
H 0.969 1.870 -0.704 0.2859
H 2.306 0.669 -1.405 0.3649
H 1.022 -0.899 1.621 0.2063
H 2.485 0.262 1.107 0.3115
H 0.769 0.876 1.749 0.2486
```

Highest occupied orbital energy ... -8.51 eV
SMILES ... [H]/N=N/N(C)N(C)C
Kohn-Sham gap ... 9.5 eV
Lowest unoccupied orbital energy ... 1.03 eV


two | Here is 2 unconnected molecules or ions with the total composition C3H10N4 from the Open Molecules 2025 dataset. Energies are from ωB97M-V with the def2-TZVPD basis set.

```
17
Properties=species:S:1:pos:R:3:mulliken_charge:R:1
C -0.152 -1.995 -0.113 -0.9389
C -1.614 -0.470 0.926 -0.5919
C 1.545 0.564 -1.150 -0.7738
N 0.509 2.882 0.423 -0.9780
N 0.051 1.673 0.389 0.2312
N -0.827 -0.751 -0.221 -0.2289
N 0.485 0.723 -0.218 0.2509
H 0.229 -2.111 -1.150 0.2836
H 0.730 -1.892 0.620 0.3346
H -0.836 -2.778 -0.034 0.4608
H -1.499 0.617 1.185 0.2721
H -2.634 -0.698 0.637 0.2978
H -1.346 -1.105 1.812 0.2588
H 1.102 0.916 -2.199 0.2634
H 2.279 1.315 -0.869 0.3566
H 1.912 -0.392 -1.243 0.2934
H 0.067 3.502 1.204 0.2083
```

Highest occupied orbital energy (spin up / spin down) ... -8.33 / -8.33 eV
Kohn-Sham gap (spin up / spin down) ... 8.6 / 8.6 eV
Lowest unoccupied orbital energy (spin up / spin down) ... 0.23 / 0.23 eV


Most stable structure: one